Record 1
{"formula": "C4H8O3", "method": "wB97M-V/def2-TZVPD", "charge": 0, "orbital_gap_ev": 10.6, "de_lowest_kcal_mol": 31.2, "lumo_energy_ev": 0.79, "total_energy_ha": -382.91510, "elements": ["O", "C", "H", "C", "C", "O", "H", "H", "O", "H", "H", "H", "H", "C", "H"], "positions_angstrom": [[2.170069, -0.975519, 0.729614], [1.423969, -0.013143, 0.067379], [1.293195, 1.080369, 1.666198], [-2.526541, -0.209979, -0.190326], [-1.059242, 0.292107, -0.041389], [1.519621, 1.215671, 0.739997], [3.078036, -0.948861, 0.401767], [-0.938868, 1.360297, 0.072713], [1.949995, 0.187849, -1.207129], [1.915293, 1.128992, -1.415135], [-2.567462, -1.289238, -0.304134], [-3.096696, 0.086479, 0.688419], [-2.972329, 0.260645, -1.064840], [-0.063766, -0.554240, -0.009494], [-0.125274, -1.621432, -0.133640]], "forces_ev_per_angstrom": [[0.0314, -0.4561, -0.1211], [-1.3233, -0.4733, 0.2908], [-0.0290, -0.1214, -0.0447], [1.3555, 0.7952, 0.0892], [-2.5853, -0.8397, 0.0118], [-0.0532, 0.2722, -0.2963], [-0.0596, 0.1924, -0.0078], [0.2564, 0.0511, -0.0130], [0.1978, -0.0908, -0.0297], [-0.0752, -0.0368, 0.1290], [0.0462, -0.0535, 0.0137], [-0.1303, -0.0183, 0.0054], [-0.1520, -0.0114, -0.0304], [2.7627, 0.9799, 0.0023], [-0.2419, -0.1896, 0.0009]]}

Record 2
{"formula": "C28H52Br4Cl4N3O5S", "method": "wB97M-V/def2-TZVPD", "charge": 0, "orbital_gap_ev": 6.6, "lumo_energy_ev": -0.64, "multiplicity": 2, "total_energy_ha": -14173.40492, "elements": ["N", "C", "C", "H", "C", "H", "H", "H", "H", "C", "H", "H", "Cl", "Cl", "C", "H", "H", "C", "H", "H", "H", "C", "C", "C", "H", "C", "O", "Cl", "C", "H", "H", "C", "Br", "C", "H", "O", "C", "H", "H", "H", "O", "Br", "H", "H", "H", "C", "N", "C", "H", "C", "H", "H", "C", "H", "H", "C", "H", "C", "H", "H", "H", "C", "H", "Br", "H", "H", "N", "H", "C", "H", "H", "H", "O", "Cl", "H", "H", "H", "C", "H", "Br", "H", "H", "H", "C", "C", "H", "H", "O", "H", "S", "C", "C", "H", "H", "C", "H", "H"], "positions_angstrom": [[-7.527723, 3.208562, -1.652512], [0.856710, 4.988005, -1.947967], [4.010771, -5.140241, 0.245783], [-4.196897, -3.362357, 3.226806], [4.062420, -3.717490, -0.316753], [0.460454, 3.371617, -3.304072], [-0.272853, 4.647562, 1.078258], [-1.280602, 7.144933, -1.923879], [-6.985125, 1.416349, -1.084235], [-0.873146, -9.581883, 1.601301], [-3.640880, 7.526486, -0.052644], [7.074297, -2.053354, -0.103314], [-0.880240, -3.404206, 3.544652], [0.209272, -5.762268, 4.806403], [4.154792, -2.691183, 0.823421], [-1.457836, -10.353112, 2.080309], [1.807572, 5.136826, -2.470057], [2.778116, -3.412715, -1.079792], [6.702506, -3.162231, 1.219166], [-6.150864, 6.784088, -2.239835], [-3.921688, 4.157346, -0.686725], [6.462236, -5.464892, -0.229119], [-4.941161, 3.925754, -0.961433], [7.159004, -3.085926, 0.237254], [-3.447745, 5.651541, -2.153663], [-4.787609, -2.648882, 2.652203], [4.927345, -4.068278, -2.430829], [1.973124, -3.761511, 3.699005], [0.428313, 3.552966, -2.220047], [7.428498, -5.734456, 0.203801], [1.688211, 6.223428, -0.400702], [-0.818734, -0.155589, 1.921017], [0.647725, -9.241906, 2.726546], [-7.129345, 4.460238, -1.700398], [5.265180, -6.666076, 1.096609], [-3.125049, 0.202236, 0.743663], [-4.414331, -1.229604, 3.019904], [3.236337, -5.177965, 1.015856], [-1.197104, 7.854625, -0.316432], [-4.033047, 7.077206, -2.969808], [-2.990831, -0.970245, 2.899661], [-0.340055, -10.249498, -0.119245], [0.161030, 1.105015, -2.321086], [2.591286, -4.136148, -1.868635], [3.162388, -2.556977, 1.253214], [0.844088, 1.340618, -1.498364], [5.214730, -3.604807, -1.267783], [-5.438780, 6.316108, -1.557517], [4.493798, -1.721313, 0.457276], [-5.402659, 2.639016, -0.813246], [-4.618949, -2.848728, 1.595405], [-5.647527, 6.763918, -0.578360], [-3.986758, 6.586707, -1.994249], [0.139505, 5.655019, -2.431472], [-4.954153, -0.495079, 2.421493], [-0.185457, 5.511098, 0.412370], [-0.028764, 6.372445, 1.069325], [6.568624, -4.049294, -0.802889], [-5.843664, -2.808207, 2.870686], [-4.803970, 1.818497, -0.434821], [6.277249, -6.163197, -1.051096], [1.073100, 5.323834, -0.473045], [-0.602008, 3.353871, -1.896036], [-8.219423, 5.408663, 0.643028], [-3.234678, 8.535090, -1.419952], [-0.968310, 0.816773, 2.381917], [-6.641878, 2.362988, -1.175523], [2.819275, -2.418881, -1.528559], [-5.805897, 4.876163, -1.414414], [8.217214, -3.313813, 0.365450], [1.695713, 0.661480, -1.558722], [7.549620, -3.045286, -2.453731], [-2.215993, -2.084894, 0.837121], [0.400355, -5.422693, 1.949102], [-0.237466, -0.063679, 1.005409], [0.320603, 1.173378, -0.549096], [4.803057, -2.997544, 1.640390], [-3.191924, 7.506379, -1.052017], [-7.847593, 5.163078, -2.092725], [-2.000165, -8.033094, 1.433812], [1.942473, -3.444243, -0.378532], [-1.707971, 4.933996, -1.021882], [8.514406, -4.296066, -1.654455], [5.349375, -5.616920, 0.807685], [-1.528322, 5.723665, -0.287340], [3.698891, -5.822121, -0.551587], [-4.627683, -1.027400, 4.066676], [1.320142, 2.664394, -1.575654], [-2.313348, 5.614943, 0.473534], [-2.381440, -0.803849, 1.447946], [7.512833, -4.035706, -1.998776], [-1.718895, 7.106883, -0.920844], [7.214477, -4.750389, -2.760837], [1.662503, 4.505624, -0.056563], [0.423176, -4.593199, 3.503772], [-0.336328, -0.848673, 2.604473], [5.600035, -5.071385, 1.721598]], "forces_ev_per_angstrom": [[-0.0397, -0.0537, -0.4031], [0.1869, -0.1677, -0.1010], [0.1089, -0.2235, 0.0045], [-0.0331, -0.0022, 0.0337], [-0.2393, 0.4989, 0.3765], [-0.0779, -0.0195, 0.0329], [-0.0835, -0.0013, -0.0678], [0.1613, 0.0071, 0.0967], [-0.0429, 0.0252, -0.0407], [-0.0221, -0.0154, -0.0063], [-0.0180, -0.1154, -0.0658], [0.0020, 0.0031, -0.0045], [-0.0727, -0.0571, 0.1152], [-0.0061, 0.0022, 0.0026], [0.0687, 0.0639, 0.0172], [-0.0068, -0.0102, -0.0002], [-0.0404, 0.0117, 0.0395], [-0.0744, -0.0815, -0.1087], [-0.0221, -0.0079, -0.0090], [0.0157, -0.0036, 0.0517], [-0.0265, -0.0072, -0.0065], [-0.1675, -0.1888, 0.0389], [0.5729, 0.1458, 0.1187], [-0.1068, 0.0346, 0.0221], [-0.0398, 0.0140, 0.0373], [0.1289, -0.0184, -0.0812], [0.0305, 0.3720, -0.0889], [0.0409, 0.0022, 0.0520], [-0.0516, 0.0015, -0.1135], [0.0171, 0.0045, -0.0010], [-0.0118, -0.0308, -0.1259], [0.0332, 0.0310, -0.0029], [0.0182, 0.0181, 0.0199], [-0.3135, 0.1556, -0.0152], [0.0053, -0.0017, 0.0216], [-0.1638, 0.1071, -0.0926], [-0.3009, -0.0072, 0.0429], [-0.0005, 0.0124, 0.0030], [-0.0098, -0.0156, -0.0193], [0.1294, -0.1719, -0.0435], [0.1127, -0.0605, 0.0184], [0.0111, -0.0087, -0.0208], [0.0287, -0.0116, 0.0141], [0.0520, 0.0197, -0.0241], [-0.0309, -0.0166, -0.0456], [0.0256, -0.0397, -0.0833], [-0.1567, -1.0516, -0.1061], [-0.0063, 0.0474, -0.0052], [0.0170, -0.0138, -0.0300], [-0.0378, -0.5874, 0.1878], [-0.0107, 0.0183, -0.0037], [-0.0288, -0.0532, -0.0453], [-0.1669, 0.3869, -0.1259], [0.0015, -0.0039, 0.0536], [0.0656, 0.0093, -0.0460], [0.0534, -0.1219, -0.0435], [0.0411, -0.0911, 0.0339], [0.4566, 0.4331, 0.2527], [-0.0034, 0.0097, 0.0377], [-0.0562, 0.0199, 0.0096], [-0.0255, 0.0644, -0.0464], [-0.2085, 0.0799, 0.0833], [0.0431, 0.0594, 0.1402], [0.1259, 0.1056, 0.1622], [-0.0996, -0.0313, 0.0396], [-0.0091, 0.0059, 0.0006], [0.1113, -0.3520, 0.2186], [0.0154, 0.0037, 0.0014], [-0.2111, 0.4162, -0.0817], [0.0113, -0.0139, -0.0540], [-0.0154, 0.0382, 0.0605], [-0.0108, 0.0066, 0.0099], [0.0075, 0.0076, -0.0671], [0.0503, 0.0581, -0.0095], [-0.0288, -0.0319, 0.0401], [-0.0408, 0.0545, -0.1120], [0.0344, -0.0127, -0.0283], [0.2195, 0.0262, 0.1739], [0.0187, -0.0640, -0.0492], [-0.0594, -0.0510, -0.0001], [0.0065, 0.0079, 0.0235], [0.0317, 0.0353, 0.0092], [0.0064, 0.0146, 0.0238], [0.0085, 0.0832, -0.0522], [-0.1640, 0.1699, 0.1611], [0.0179, 0.0578, -0.0560], [0.0810, 0.0175, 0.0158], [0.0820, -0.0039, 0.0100], [0.0660, -0.0434, -0.0129], [0.0674, 0.0416, 0.0498], [0.0039, -0.1042, -0.1269], [-0.1232, -0.0252, -0.2260], [-0.0466, 0.0264, 0.0003], [0.1073, 0.1497, 0.0418], [0.0295, 0.0011, -0.0790], [-0.0169, -0.0200, -0.0126], [-0.0019, 0.0275, -0.0094]]}

Record 3
{"formula": "C16H37AsMoN3OS2SbSe4Si3", "method": "wB97M-V/def2-TZVPD", "charge": 1, "orbital_gap_ev": [5.8, 5.6], "de_lowest_kcal_mol": 72.8, "lumo_energy_ev": [-3.67, -3.85], "multiplicity": 2, "total_energy_ha": -14686.03222, "elements": ["H", "Se", "H", "H", "C", "H", "C", "H", "H", "N", "C", "C", "O", "H", "H", "H", "Si", "H", "H", "S", "H", "H", "H", "H", "C", "C", "H", "H", "H", "S", "C", "N", "Sb", "H", "Se", "N", "Si", "C", "H", "Se", "C", "H", "Mo", "C", "C", "H", "Se", "H", "H", "H", "H", "C", "C", "H", "As", "C", "H", "H", "H", "C", "H", "H", "H", "Si", "H", "H", "H", "C", "H"], "positions_angstrom": [[-2.717039, 0.060075, 1.063702], [4.106954, 3.221147, 2.305907], [-0.733740, 0.691605, 4.366136], [-1.548641, 5.105233, -5.805580], [-2.883808, 4.416163, -0.682212], [-1.613882, -3.588802, 2.723366], [-2.164870, -2.790448, -0.976780], [-3.512261, -1.285804, 1.850846], [1.357793, -4.143434, 2.629420], [-2.051502, 1.800279, -0.778593], [-0.146592, 3.056812, -3.613605], [-2.812297, -0.470009, 2.007329], [-1.596635, 0.556921, -0.845481], [3.451299, -2.116104, -0.562056], [-2.787934, -2.880234, -0.091235], [-3.267429, 0.213692, 2.715985], [2.538535, -2.084623, 1.783162], [4.738386, -2.425161, 0.578281], [-1.492932, 2.943905, -5.086029], [0.351044, 2.167239, 0.041898], [2.554580, 0.266990, 2.714512], [-0.688089, -3.114218, 4.134345], [-3.961653, 1.252995, -1.339222], [0.316665, -1.927301, -2.654012], [-1.180008, 2.774217, -0.387649], [2.076225, -3.447751, 3.050568], [1.636902, -3.012134, 3.943877], [-2.397080, -2.761599, 4.054749], [-0.877839, 4.831470, 0.011325], [-0.377975, 1.397966, -3.306057], [-3.334008, 2.090897, -1.073699], [0.691835, 3.816888, -2.924690], [3.284354, 1.575065, 0.346450], [-2.577700, -3.448932, -1.734391], [3.769987, 3.316412, -1.386157], [-0.917104, 3.585426, -4.562072], [-1.129313, -1.139809, 2.621355], [-0.807255, 4.950709, -5.027371], [0.845077, -5.091315, 0.559915], [2.321225, 0.056491, -1.626763], [3.209877, -0.623957, 2.854766], [0.914737, 4.745295, -3.251814], [0.218501, 0.158689, -1.066478], [-0.135627, 0.154991, 3.635056], [-1.598182, 4.097912, -0.314211], [1.396893, 3.412828, -2.309402], [5.624739, 1.974508, 1.530933], [0.674606, -0.336325, 4.171432], [-3.219905, 5.439652, -0.687612], [0.305751, 0.900003, 2.957354], [4.222613, -0.356941, 2.508318], [3.694811, -2.649358, 0.361617], [0.603718, -2.918130, -2.237784], [3.279686, -0.875767, 3.909060], [0.383796, -1.425332, 0.770369], [-0.122653, -4.957647, 0.085852], [-4.786891, 3.601098, -1.307765], [-0.207312, -5.697986, -0.703364], [-2.255748, -1.766119, -1.353968], [-3.763956, 3.386376, -1.052508], [0.183040, 5.145613, -5.445383], [0.379630, -3.657331, -3.003032], [1.687072, -2.914765, -2.089772], [-0.337547, -3.196327, -0.597115], [-0.998571, 5.648296, -4.209490], [2.946780, -4.013215, 3.361670], [-0.892212, -5.175816, 0.819269], [-1.484930, -2.808095, 3.469412], [3.614013, -3.713073, 0.155116]], "forces_ev_per_angstrom": [[0.0410, 0.0019, -0.0175], [-1.9473, 2.1455, 1.6553], [-0.2117, -0.0109, 0.0831], [0.0177, 0.0786, 0.0235], [0.1174, -0.3720, 0.0424], [-0.0292, -0.0757, -0.1380], [0.6335, 0.0658, 0.2029], [-0.0461, -0.2002, -0.0123], [-0.1133, -0.1953, -0.0269], [-0.3952, 1.3823, 0.2160], [-0.1431, -0.3871, 0.4711], [0.6674, -0.1159, -0.1190], [-3.8798, 0.3928, 0.3275], [0.0070, -0.0570, 0.0889], [-0.0981, 0.0402, 0.1669], [0.0384, 0.0956, 0.3136], [-0.0525, -0.0542, 0.7894], [0.0433, 0.0139, 0.1836], [0.0928, -0.0245, 0.1966], [-0.0169, 0.9626, 1.0398], [0.5667, -0.6388, 0.3781], [0.2306, -0.0876, 0.1244], [0.0859, -0.0392, -0.0328], [0.1554, -0.3456, -0.0123], [0.2061, -0.8455, -0.1452], [0.0297, 0.4281, -0.8536], [-0.0468, 0.1861, 0.0424], [-0.2164, 0.1433, 0.0822], [0.0250, 0.0987, -0.0405], [-0.1439, -0.6042, -0.3148], [-0.2278, -0.2846, -0.1711], [0.1041, 0.4417, -0.2787], [1.1609, 1.8785, -0.2589], [0.0421, -0.2117, -0.1624], [-0.4235, -0.8793, 0.6726], [0.0321, 0.2343, -0.2864], [-0.2803, 0.3016, 0.2953], [0.1095, 0.0853, -0.0015], [0.1620, -0.0110, 0.0533], [2.2075, -0.9923, -2.3849], [-0.2735, 0.1270, -1.1609], [-0.0485, 0.0064, 0.0337], [1.3334, 0.1588, -1.8271], [-0.3483, -0.4605, -0.4981], [-0.3739, 0.1458, -0.1174], [0.1254, -0.1848, 0.0237], [2.5224, -1.7591, -0.9468], [0.0912, -0.0374, 0.0152], [-0.0365, 0.1346, 0.0612], [-0.1346, -0.1692, 0.0904], [-0.3565, -0.0429, 0.1608], [-0.5599, 0.4410, 0.3754], [-0.1214, 0.3245, 0.6294], [-0.1537, -0.1508, 0.0960], [0.4353, -1.4535, 2.0105], [-0.0254, 0.7317, -0.1421], [-0.1232, -0.0163, -0.0617], [-0.0410, -0.0510, -0.2384], [-0.0341, -0.0875, 0.0654], [0.0678, 0.1509, 0.1087], [-0.0174, 0.0680, -0.0330], [-0.2294, -0.1362, -0.0037], [-0.1079, 0.0790, -0.0466], [-0.4779, -0.7618, -0.7377], [-0.0331, 0.0494, -0.0643], [0.2977, -0.0907, 0.0104], [-0.1263, -0.0162, 0.1909], [0.3488, 0.6168, -0.2713], [-0.1041, -0.1602, 0.0853]]}

> Which formula does entry 3 have?

C16H37AsMoN3OS2SbSe4Si3